(1)
A structure of composition C25H11Cl6N2O4Os at a distorted geometry, computed with the ωB97M-V functional and the def2-TZVPD basis.

```
! RIJCOSX wB97M-V def2-TZVPD def2/J DEFGRID3
* xyz 1 5
Os -0.6152 1.7680 0.3467
O 3.8862 5.5459 0.0030
C 4.3416 4.3304 -0.1261
O 5.5118 4.0612 -0.2132
C 3.3440 3.2026 -0.1597
C 3.6974 1.8637 -0.3855
Cl 5.2012 1.2194 -0.7713
N 2.5760 1.1144 -0.2862
N 1.5216 1.8960 -0.0124
C 1.9596 3.1583 0.0609
C 0.9056 4.2279 0.2906
O 1.2326 5.4005 0.2884
O -0.2565 3.7416 0.4347
C 2.4554 -0.2829 -0.4684
C 3.3072 -1.1286 0.2302
C 3.2250 -2.4924 0.0159
C 2.2812 -3.0044 -0.8621
C 1.4168 -2.1552 -1.5325
C 1.5021 -0.7838 -1.3493
H 2.8973 5.6480 0.0916
H 4.0223 -0.7230 0.9284
H 3.9015 -3.1520 0.5359
H 2.2350 -4.0697 -1.0283
H 0.6764 -2.5692 -2.1982
H 0.8645 -0.1046 -1.9018
Cl -2.1269 2.0005 -2.3303
C -3.2400 2.0372 -1.0145
C -2.6367 1.8770 0.2315
C -3.4583 1.9173 1.3585
Cl -2.6213 1.7876 2.8514
C -4.8379 2.0893 1.2602
Cl -5.8234 2.1062 2.6523
C -5.4112 2.2434 -0.0149
Cl -7.0945 2.4500 -0.1670
C -4.6081 2.2245 -1.1695
Cl -5.2995 2.4136 -2.7155
C -0.7942 -0.1679 0.4780
C -0.9181 -1.3914 0.5486
C -1.0425 -2.7815 0.5602
C -0.2222 -3.5750 1.3838
C -0.3724 -4.9447 1.3781
C -1.3102 -5.5472 0.5448
C -2.1221 -4.7696 -0.2740
C -1.9958 -3.3986 -0.2711
H 0.5017 -3.0918 2.0225
H 0.2324 -5.5532 2.0321
H -1.4127 -6.6201 0.5272
H -2.8604 -5.2368 -0.9055
H -2.6178 -2.7786 -0.8972
*
```

The energy above the lowest of the compared OMol25 structures with the same formula, charge and spin comes out at 0.00 kJ/mol. The total energy is -4221.242805 hartree. As for the LUMO energy (alpha / beta): -3.47 / -6.52 eV. The expectation value of S² is 6.069. The calculation puts the orbital gap (alpha / beta) at 8.664 / 5.458 eV.



(2)
A structure of composition C42H44BrN8O7Sr at a distorted geometry, computed with the ωB97M-V functional and the def2-TZVPD basis.

```
! RIJCOSX wB97M-V def2-TZVPD def2/J DEFGRID3
* xyz -1 1
Sr 2.5234 -0.6498 2.3802
O 5.0261 -2.3875 4.2338
C 4.6366 -1.3421 3.7522
O 3.7577 -0.5260 4.2215
C 5.2944 -0.9136 2.3298
C 5.0360 0.5509 1.8071
C 6.0547 0.9024 0.7233
C 5.5461 0.0862 -0.4996
C 4.3292 -0.6298 0.0739
O 3.8195 0.4558 0.9553
C 4.8267 -1.7896 1.0391
C 3.8004 -3.0141 1.2771
O 4.2345 -4.1401 1.1600
O 2.5621 -2.6697 1.4723
H 6.3625 -1.0400 2.4913
H 4.8888 1.2832 2.5949
H 7.0684 0.6331 1.0205
H 6.0213 1.9707 0.5145
H 6.2868 -0.6204 -0.8735
H 5.2485 0.7521 -1.3084
H 3.5585 -0.9335 -0.6294
H 5.6891 -2.2620 0.5753
C -3.5432 4.4703 4.9772
C -2.4117 5.0328 4.1077
C -3.0360 5.9117 3.0259
C -1.5159 5.9179 4.9832
C -1.5867 3.8902 3.5143
C -1.0163 2.9241 4.3510
C -0.2233 1.9310 3.8309
Br 0.4828 0.6353 4.9960
C 0.1165 1.8296 2.4405
O 0.9670 0.9561 2.0451
C -0.5442 2.7528 1.5885
C -1.3390 3.7524 2.1574
C -0.4619 2.7233 0.0501
C -1.8811 2.5495 -0.5104
C 0.3887 1.5998 -0.5583
C 0.1173 4.0515 -0.4554
H -4.1680 5.2802 5.3659
H -3.1569 3.9125 5.8319
H -4.1779 3.7928 4.4024
H -3.6233 6.7069 3.4927
H -3.7027 5.3440 2.3732
H -2.2775 6.3849 2.3994
H -2.0954 6.7253 5.4413
H -0.7143 6.3628 4.3896
H -1.0502 5.3401 5.7835
H -1.1960 2.9437 5.4197
H -1.8022 4.4578 1.4792
H -2.3117 1.6033 -0.1755
H -1.8603 2.5468 -1.6048
H -2.5512 3.3488 -0.1894
H 0.0580 0.6135 -0.2365
H 1.4432 1.6796 -0.3017
H 0.2846 1.6676 -1.6484
H -0.5019 4.9047 -0.1718
H 0.1944 4.0430 -1.5476
H 1.1165 4.2140 -0.0466
C -2.0764 -4.5658 0.9169
N -1.4711 -3.5207 1.7094
C -0.4926 -2.6787 1.4020
N -0.2340 -1.8690 2.3955
C -1.1201 -2.2708 3.3434
N -1.8946 -3.2814 2.9929
C -3.2256 -4.0817 0.0721
C -4.5119 -4.0853 0.6096
C -5.6055 -3.6869 -0.1535
C -5.4154 -3.2809 -1.4689
C -4.1246 -3.2526 -1.9873
C -3.0440 -3.6437 -1.2230
C -3.9191 -2.7955 -3.3703
N -4.7803 -2.4644 -4.2587
N -4.0107 -2.0976 -5.4134
C -2.7892 -2.2314 -5.0566
O -2.6379 -2.6787 -3.7912
C -1.5698 -1.8881 -5.8050
C -1.7110 -1.1791 -6.9935
C -0.5780 -0.7433 -7.6626
C 0.6782 -0.9705 -7.1152
C 0.8154 -1.6705 -5.9228
C 2.1910 -1.8256 -5.3273
N 2.1698 -2.0464 -3.8913
C 1.5482 -1.3441 -2.9375
N 1.5937 -1.9729 -1.7812
C 2.2699 -3.1087 -2.0990
N 2.6387 -3.2096 -3.3609
C -0.3137 -2.1655 -5.2889
H -2.4534 -5.2981 1.6288
H -1.2917 -5.0415 0.3285
H 0.0361 -2.7203 0.4592
H -1.1852 -1.8070 4.3147
H -4.6495 -4.4055 1.6351
H -6.5999 -3.6969 0.2710
H -6.2454 -2.9742 -2.0902
H -2.0481 -3.6106 -1.6492
H -2.7005 -0.9670 -7.3732
H -0.6764 -0.1938 -8.5891
H 1.5571 -0.5764 -7.6128
H 2.7896 -0.9381 -5.5387
H 2.7070 -2.6881 -5.7484
H 1.0835 -0.3901 -3.1363
H 2.5231 -3.8634 -1.3714
H -0.2172 -2.7369 -4.3733
*
```

The energy above the lowest of the compared OMol25 structures with the same formula, charge and spin comes out at 270.06 kJ/mol. The total energy is -5196.539109 hartree. As for the LUMO energy: 1.46 eV. The calculation puts the orbital gap at 5.909 eV.



(3)
A cluster of 2 separate species, C14H16 in total at a distorted geometry, computed with the ωB97M-V functional and the def2-TZVPD basis.

```
! RIJCOSX wB97M-V def2-TZVPD def2/J DEFGRID3
* xyz 0 1
C 3.8692 2.3284 -1.6522
C 2.3957 2.1052 -1.5245
C 1.5032 3.0592 -2.0549
C 0.1578 2.9244 -1.8348
C -0.3519 1.8794 -1.0698
C 0.5225 0.9980 -0.4504
C 1.8856 1.0871 -0.7379
H 4.2971 2.0713 -2.6324
H 4.4637 1.7349 -0.9619
H 4.1514 3.3620 -1.4740
H 1.9919 3.7956 -2.6827
H -0.5705 3.6373 -2.2134
H -1.4265 1.7550 -0.9778
H 0.1814 0.3546 0.3471
H 2.4898 0.2780 -0.3403
C -1.4751 -2.5134 -1.0015
C -1.5111 -2.3837 0.5088
C -0.2979 -2.2611 1.1999
C -0.3488 -1.9634 2.5573
C -1.5311 -1.5851 3.1925
C -2.7161 -1.6702 2.4798
C -2.7037 -2.1003 1.1577
H -0.4461 -2.5575 -1.3434
H -2.1049 -1.7418 -1.4302
H -1.9640 -3.4499 -1.2961
H 0.6461 -2.5162 0.7363
H 0.5367 -2.0848 3.1819
H -1.4467 -1.3704 4.2450
H -3.6673 -1.4289 2.9361
H -3.6287 -2.1296 0.6070
*
```

The energy above the lowest of the compared OMol25 structures with the same formula, charge and spin comes out at 52.93 kJ/mol. Its structure (SMILES) is Cc1ccccc1.Cc1ccccc1. The total energy is -543.052707 hartree. As for the LUMO energy: 0.94 eV. The calculation puts the orbital gap at 9.824 eV.



(4)
An isolated molecule of C4H6N2O at a distorted geometry, computed with the ωB97M-V functional and the def2-TZVPD basis.

```
! RIJCOSX wB97M-V def2-TZVPD def2/J DEFGRID3
* xyz 0 1
C 1.8050 0.0938 0.2098
C 0.4850 -0.3802 -0.4363
C -0.9053 -0.0477 0.2157
C -1.1980 1.4075 0.0641
N -1.4269 2.5398 -0.0529
N -2.2186 -0.8479 -0.4509
O -2.7174 -1.4830 0.4158
H 2.0471 -0.0757 1.2779
H 2.0293 1.1521 0.0548
H 2.4275 -0.4370 -0.4651
H 0.1729 -0.1257 -1.5136
H 0.5774 -1.5127 -0.5794
H -1.0780 -0.2832 1.2599
*
```

The energy above the lowest of the compared OMol25 structures with the same formula, charge and spin comes out at 424.29 kJ/mol. Its structure (SMILES) is CC[C@@H](C#N)N=O. The total energy is -340.633307 hartree. As for the LUMO energy: -0.64 eV. The calculation puts the orbital gap at 9.089 eV.



(5)
A cluster of 2 separate species, C2HBrN2O2 in total at a distorted geometry, computed with the ωB97M-V functional and the def2-TZVPD basis.

```
! RIJCOSX wB97M-V def2-TZVPD def2/J DEFGRID3
* xyz 0 1
C -2.0969 0.1576 0.1042
C -1.2351 -2.6512 0.1409
N -1.2956 1.0333 -0.2239
N -0.2046 1.6082 0.0091
O -1.9960 -3.0175 0.9254
O -0.3663 -2.3940 -0.6112
Br -3.8925 0.0351 0.2127
H 0.2317 1.8090 -0.8396
*
```

The energy above the lowest of the compared OMol25 structures with the same formula, charge and spin comes out at 163.00 kJ/mol. The total energy is -2910.727545 hartree. As for the LUMO energy (alpha / beta): -0.52 / -0.52 eV. The calculation puts the orbital gap (alpha / beta) at 8.527 / 8.527 eV.



(6)
A structure of composition C37H44BrInN6O3 at a distorted geometry, computed with the ωB97M-V functional and the def2-TZVPD basis.

```
! RIJCOSX wB97M-V def2-TZVPD def2/J DEFGRID3
* xyz -2 1
C -3.4371 -6.2234 3.3578
C -2.1536 -7.0270 2.9887
C -0.8799 -6.6572 3.8246
O -0.0699 -5.6842 3.2317
In -0.8955 -3.7550 3.2886
C 0.8980 -2.3381 3.2962
C 2.0240 -2.9965 2.4842
C 1.5561 -3.4276 1.0676
Br 3.4549 -1.5687 2.2283
C -1.9568 -3.4445 1.3100
O -1.6551 -4.1349 0.3061
O -2.8692 -2.5400 1.1665
H -3.4992 -5.2803 2.7876
H -3.4688 -6.0549 4.4533
H -4.3077 -6.8814 3.1321
H -1.8979 -6.9307 1.9145
H -2.3141 -8.1213 3.1540
H -0.2643 -7.5999 3.8674
H -1.1331 -6.4353 4.8977
H -1.9726 -3.4385 4.6791
H 1.2050 -2.2583 4.3550
H 0.6554 -1.3468 2.8751
H 2.4887 -3.8484 3.0045
H 2.4178 -3.7850 0.4605
H 0.8600 -4.2872 1.1321
H 1.0829 -2.5634 0.5657
N 2.4908 -4.0248 5.7467
C 3.7905 -3.7319 5.7962
C 4.5777 -3.9049 6.9261
C 3.9790 -4.4073 8.0704
C 2.6287 -4.7162 8.0400
C 1.9342 -4.5081 6.8561
H 4.2119 -3.3378 4.8755
H 5.6302 -3.6521 6.9087
H 4.5579 -4.5564 8.9751
H 2.1242 -5.1100 8.9128
H 0.8760 -4.7376 6.7800
N 4.0627 3.0061 6.4527
C 4.4626 1.7354 6.5535
C 4.2801 0.7865 5.5598
C 3.6424 1.1715 4.3919
C 3.2165 2.4847 4.2659
C 3.4514 3.3562 5.3181
H 4.9542 1.4775 7.4864
H 4.6274 -0.2296 5.6962
H 3.4807 0.4541 3.5912
H 2.7136 2.8247 3.3702
H 3.1384 4.3943 5.2621
N -1.7502 1.0561 -3.4192
C -2.6498 1.4314 -2.5018
C -3.0153 0.6537 -1.4155
C -2.4196 -0.5906 -1.2635
C -1.4859 -1.0026 -2.2012
C -1.1872 -0.1495 -3.2518
H -3.0921 2.4122 -2.6606
H -3.7475 1.0113 -0.7035
H -2.6786 -1.2368 -0.4204
H -1.0015 -1.9674 -2.1141
H -0.4589 -0.4290 -4.0081
N -4.0123 -2.6947 -5.6664
C -4.8153 -2.4735 -6.7086
C -5.0758 -1.2161 -7.2293
C -4.4702 -0.1216 -6.6314
C -3.6334 -0.3249 -5.5463
C -3.4371 -1.6256 -5.1051
H -5.2686 -3.3603 -7.1409
H -5.7353 -1.0973 -8.0799
H -4.6485 0.8793 -7.0075
H -3.1446 0.5019 -5.0546
H -2.7910 -1.8363 -4.2637
N -1.5854 5.0114 -4.1594
C -0.9592 6.1527 -3.8607
C 0.3178 6.2163 -3.3277
C 0.9869 5.0258 -3.0848
C 0.3583 3.8289 -3.3840
C -0.9208 3.8729 -3.9185
H -1.5240 7.0577 -4.0652
H 0.7767 7.1720 -3.1082
H 1.9867 5.0324 -2.6670
H 0.8465 2.8797 -3.2082
H -1.4491 2.9584 -4.1712
N 2.3454 8.7981 -7.0630
C 1.9284 10.0651 -7.0168
C 0.6198 10.4375 -6.7540
C -0.3136 9.4378 -6.5293
C 0.0954 8.1158 -6.5740
C 1.4301 7.8514 -6.8419
H 2.6935 10.8120 -7.2020
H 0.3392 11.4823 -6.7263
H -1.3474 9.6866 -6.3215
H -0.6032 7.3081 -6.4043
H 1.7976 6.8318 -6.8830
*
```

The total energy is -4754.633433 hartree. As for the LUMO energy: 2.97 eV. The calculation puts the orbital gap at 3.254 eV.